[1]
{"formula": "C4H7NO", "method": "ωB97M-V with the def2-TZVPD basis set", "orbital_gap_ev": 10.339, "homo_energy_ev": -9.71, "e_above_lowest_kj_mol": 434.02, "multiplicity": 1, "smiles": "C[C@H]1C=N1.C=O", "elements": ["C", "C", "C", "C", "N", "O", "H", "H", "H", "H", "H", "H", "H"], "coordinates": [[-2.45669, 0.89906, -0.91590], [0.44369, 0.50831, -1.10698], [0.60635, 0.24846, 0.28689], [1.43200, -0.75182, 1.01289], [-0.44603, -0.24970, -0.61870], [-2.29486, 1.67138, 0.00011], [-2.01307, 0.87261, -1.91998], [-3.19765, 0.06544, -0.84146], [0.80296, 1.21534, -1.83219], [0.13736, 0.89448, 1.01412], [1.82380, -1.50256, 0.21782], [0.66870, -1.11483, 1.71478], [2.32575, -0.37934, 1.54952]]}

=====

[2]
{"formula": "C6H15NO4SSn", "method": "ωB97M-V with the def2-TZVPD basis set", "orbital_gap_ev": 3.800, "homo_energy_ev": -6.42, "e_above_lowest_kj_mol": 111.13, "multiplicity": 1, "elements": ["Sn", "S", "O", "O", "O", "O", "C", "C", "N", "C", "C", "C", "C", "H", "H", "H", "H", "H", "H", "H", "H", "H", "H", "H", "H", "H", "H", "H"], "coordinates": [[20.00429, 12.75127, 13.01090], [16.83700, 11.96608, 12.57272], [18.26638, 11.88374, 12.37684], [16.49855, 13.14225, 13.37553], [16.20691, 12.51183, 11.38414], [16.23404, 10.73470, 12.98776], [23.55173, 12.96659, 14.10080], [22.94262, 11.57009, 13.68962], [21.58741, 11.28313, 14.22739], [21.05788, 9.97625, 13.83850], [20.99936, 9.81769, 12.31210], [21.43973, 11.52925, 15.65587], [22.05094, 10.60347, 16.71211], [24.08241, 12.95017, 15.05275], [22.76958, 13.72559, 14.08441], [24.28890, 13.23537, 13.34420], [22.86132, 11.58712, 12.60279], [23.61517, 10.73777, 13.89709], [21.70353, 9.16718, 14.18007], [20.06573, 9.93345, 14.28783], [20.61781, 10.63800, 11.70415], [21.97509, 9.50939, 11.93659], [20.33798, 8.97479, 12.11159], [20.36138, 11.52097, 15.81461], [21.67080, 12.57780, 15.84362], [22.05661, 9.55386, 16.41823], [21.56095, 10.63127, 17.68538], [23.12681, 10.77829, 16.71899]]}

=====

[3]
{"formula": "C3H5ErO3", "method": "ωB97M-V with the def2-TZVPD basis set", "charge": 2, "orbital_gap_ev": [8.156, 8.281], "s_squared": 3.753, "homo_energy_ev": [-19.07, -19.07], "e_above_lowest_kj_mol": 0.00, "multiplicity": 4, "elements": ["H", "O", "C", "C", "O", "O", "C", "Er", "H", "H", "H", "H"], "coordinates": [[-1.18043, 2.51669, 3.63338], [-0.28976, 0.75306, -0.41213], [0.35518, 0.21380, 0.57406], [-0.18102, -0.03676, -1.63024], [-0.82221, 1.91520, 2.98299], [0.91809, -0.91668, 0.21952], [0.72157, -1.18475, -1.19970], [-0.56471, -0.18165, 3.10732], [0.25848, 0.61083, -2.39371], [-1.18880, -0.34554, -1.92301], [1.71093, -1.17123, -1.66574], [0.26267, -2.17298, -1.29274]]}

=====

[4]
{"formula": "C6H8N2", "method": "ωB97M-V with the def2-TZVPD basis set", "orbital_gap_ev": 9.831, "homo_energy_ev": -9.04, "e_above_lowest_kj_mol": 559.86, "multiplicity": 1, "smiles": "N#C[C@@H]1CC[C@H]2N[C@H]12", "elements": ["C", "C", "C", "C", "C", "C", "H", "H", "H", "H", "H", "H", "H", "H", "N", "N"], "coordinates": [[-2.07231, -0.41703, -0.19623], [-1.00237, 0.00775, 0.70474], [-0.11098, 1.31536, 0.18600], [1.13932, 0.69878, -0.62758], [0.58376, -0.74889, -0.71035], [0.23908, -0.93528, 0.79317], [-1.69455, 0.26283, 1.69014], [0.25325, 2.03950, 0.86738], [-0.65075, 1.98452, -0.57413], [2.01255, 0.92394, -0.13170], [1.38813, 1.27972, -1.55938], [-0.19887, -0.92582, -1.55912], [1.62955, -2.35193, 0.18086], [0.94844, -0.46636, 1.54215], [-3.23325, -0.60206, -0.51749], [0.76900, -2.06501, -0.08845]]}

=====

[5]
{"formula": "C37H48N5O5SScSi", "method": "ωB97M-V with the def2-TZVPD basis set", "orbital_gap_ev": 8.854, "homo_energy_ev": -8.59, "e_above_lowest_kj_mol": 33.20, "multiplicity": 1, "elements": ["Sc", "C", "C", "N", "C", "C", "N", "C", "C", "C", "N", "C", "C", "N", "C", "H", "H", "H", "H", "H", "H", "H", "H", "H", "H", "H", "H", "H", "H", "H", "H", "H", "H", "H", "H", "H", "H", "H", "H", "C", "C", "C", "C", "C", "C", "C", "S", "O", "O", "N", "C", "C", "O", "O", "H", "H", "H", "H", "H", "H", "H", "H", "H", "O", "Si", "C", "C", "C", "C", "C", "C", "C", "C", "C", "C", "C", "C", "C", "C", "C", "C", "C", "C", "H", "H", "H", "H", "H", "H", "H", "H", "H", "H", "H", "H", "H", "H", "H"], "coordinates": [[-0.61309, 0.92460, -0.29817], [-2.30107, 4.31921, 0.37929], [-2.29532, 3.98684, -1.11069], [-2.47919, 2.54662, -1.31930], [-3.86504, 2.11473, -1.14117], [-3.89307, 0.64465, -0.77004], [-3.03282, 0.41305, 0.39729], [-3.74442, 0.70163, 1.65374], [-2.83212, 1.09017, 2.80620], [-1.60857, 0.19149, 2.96050], [-0.48948, 0.67956, 2.14050], [0.17723, 1.84265, 2.76163], [0.84269, 2.74295, 1.73399], [-0.10986, 3.09461, 0.66647], [-0.93552, 4.25684, 1.04665], [-2.98100, 3.63152, 0.88886], [-2.70381, 5.32199, 0.53812], [-1.34502, 4.26605, -1.57028], [-3.07871, 4.55686, -1.62504], [-2.17961, 2.33054, -2.26344], [-4.47305, 2.29103, -2.03617], [-4.31631, 2.70730, -0.34334], [-3.49407, 0.05807, -1.59504], [-4.92432, 0.31689, -0.58891], [-2.76914, -0.56984, 0.39828], [-4.34710, -0.16912, 1.93971], [-4.45032, 1.51546, 1.47560], [-3.42287, 1.07845, 3.72484], [-2.49772, 2.12184, 2.66760], [-1.83693, -0.82779, 2.63959], [-1.30932, 0.13436, 4.01331], [0.19498, -0.06775, 2.05290], [0.92383, 1.52422, 3.49571], [-0.57736, 2.40685, 3.31311], [1.67838, 2.22741, 1.27592], [1.24470, 3.63366, 2.23132], [0.41938, 3.33950, -0.16800], [-0.37574, 5.17471, 0.83519], [-1.07499, 4.22768, 2.12894], [-5.10339, -5.49099, -3.88671], [-4.07688, -4.58665, -3.26155], [-4.06429, -3.22571, -3.55011], [-3.11061, -2.38706, -2.99298], [-2.15430, -2.91094, -2.13837], [-2.13898, -4.26888, -1.84936], [-3.10204, -5.09354, -2.40498], [-0.92238, -1.88113, -1.38743], [-1.30949, -1.73197, 0.02655], [0.33176, -2.54113, -1.63644], [-1.06213, -0.42513, -1.96201], [-0.39066, -0.05322, -3.20481], [-0.02422, 1.43677, -3.15334], [0.10491, 2.06538, -4.18500], [0.10109, 1.93001, -1.95279], [-6.09696, -5.04354, -3.84900], [-5.14258, -6.45403, -3.37964], [-4.86671, -5.67562, -4.93640], [-4.80730, -2.81593, -4.22449], [-3.09415, -1.33247, -3.23429], [-1.37117, -4.67024, -1.20052], [-3.09360, -6.15252, -2.17625], [-1.00560, -0.22466, -4.09125], [0.54016, -0.60674, -3.34436], [1.19675, 0.16180, 0.04527], [2.67029, -0.31610, 0.51635], [3.81105, -0.89283, -0.85638], [5.19517, -0.85071, -0.65490], [6.08000, -1.28562, -1.63000], [5.59489, -1.76739, -2.83869], [4.22705, -1.81944, -3.05790], [3.34832, -1.39101, -2.07174], [3.58483, 1.14285, 1.30530], [4.14885, 2.11061, 0.46511], [4.69728, 3.27912, 0.97370], [4.70044, 3.50430, 2.34479], [4.15962, 2.55386, 3.19814], [3.60820, 1.38808, 2.67900], [2.54495, -1.63400, 1.85672], [3.64668, -1.97752, 2.64660], [3.55685, -2.95132, 3.62997], [2.35263, -3.60806, 3.84835], [1.24919, -3.29041, 3.07147], [1.34793, -2.31639, 2.08400], [5.59423, -0.45895, 0.27504], [7.14742, -1.24331, -1.45139], [6.28262, -2.10137, -3.60566], [3.84089, -2.19809, -3.99628], [2.28482, -1.46817, -2.23194], [4.15198, 1.94834, -0.60771], [5.12547, 4.01330, 0.30233], [5.13096, 4.41343, 2.74594], [4.16990, 2.71818, 4.26903], [3.18658, 0.65648, 3.36085], [4.59701, -1.47592, 2.49377], [4.42620, -3.19949, 4.22643], [2.27987, -4.36862, 4.61591], [0.30971, -3.80875, 3.22331], [0.48669, -2.10639, 1.46503]]}

=====

[6]
{"formula": "C7H17N", "method": "ωB97M-V with the def2-TZVPD basis set", "orbital_gap_ev": 4.881, "homo_energy_ev": -6.59, "e_above_lowest_kj_mol": 825.59, "multiplicity": 1, "elements": ["C", "C", "C", "C", "C", "N", "C", "C", "H", "H", "H", "H", "H", "H", "H", "H", "H", "H", "H", "H", "H", "H", "H", "H", "H"], "coordinates": [[-0.76061, 0.63664, -0.69374], [-0.13410, 1.39090, 0.38086], [-0.37217, 2.99581, 0.39786], [-0.52993, 0.99847, 1.86628], [0.11205, 0.02722, -1.70279], [0.76306, -1.34903, -1.36540], [-0.14137, -2.23407, -0.55934], [0.70330, -3.50373, -0.15312], [-1.75232, 0.75072, -1.04446], [1.21542, 2.09294, 2.28540], [1.00089, 1.32699, 0.33138], [0.04325, 3.47207, -0.51439], [0.04587, 3.35828, 1.41945], [-1.49126, 3.20053, 0.48568], [-0.58398, -0.02899, 2.17677], [-1.53607, 1.51213, 2.17674], [0.29054, 1.70736, 2.28169], [-0.28677, -0.05913, -2.74433], [0.96977, 0.68233, -1.83124], [0.99044, -1.82551, -2.21134], [-1.10899, -2.44779, -1.06972], [-0.26340, -1.44945, 0.25936], [0.13511, -4.03804, 0.64961], [1.01642, -4.09415, -1.03596], [1.67484, -3.12252, 0.21475]]}